{
  "formula": "C38H28CoN2O6PS2",
  "method": "the ωB97M-V functional and the def2-TZVPD basis",
  "species": ["Co", "O", "S", "O", "O", "C", "C", "C", "C", "C", "C", "P", "C", "C", "C", "C", "C", "C", "C", "C", "C", "C", "C", "C", "H", "H", "H", "H", "H", "H", "H", "H", "H", "H", "H", "H", "H", "H", "O", "C", "N", "S", "O", "O", "C", "C", "C", "C", "C", "C", "H", "H", "H", "H", "N", "C", "C", "C", "C", "C", "C", "C", "C", "C", "C", "C", "C", "C", "H", "H", "H", "H", "H", "H", "H", "H", "H", "H"],
  "coordinates": [[-0.235, 0.561, -1.193], [-0.761, -0.122, -3.194], [0.554, 0.227, -3.765], [0.557, 0.590, -5.154], [1.180, 1.195, -2.842], [1.566, -1.263, -3.646], [2.044, -1.777, -4.843], [2.895, -2.872, -4.854], [3.301, -3.442, -3.658], [2.825, -2.928, -2.461], [1.932, -1.860, -2.433], [1.332, -1.225, -0.827], [0.797, -2.615, 0.211], [0.706, -3.949, -0.167], [0.171, -4.886, 0.707], [-0.292, -4.494, 1.954], [-0.225, -3.159, 2.330], [0.317, -2.223, 1.463], [2.868, -0.675, -0.017], [3.648, -1.516, 0.775], [4.802, -1.036, 1.378], [5.181, 0.288, 1.197], [4.404, 1.131, 0.415], [3.248, 0.656, -0.189], [1.749, -1.294, -5.764], [3.254, -3.261, -5.798], [3.990, -4.278, -3.652], [3.163, -3.360, -1.528], [0.999, -4.256, -1.161], [0.092, -5.921, 0.398], [-0.727, -5.226, 2.626], [-0.620, -2.834, 3.284], [0.315, -1.174, 1.742], [3.339, -2.542, 0.942], [5.399, -1.695, 1.998], [6.076, 0.665, 1.676], [4.683, 2.170, 0.289], [2.628, 1.320, -0.776], [-1.492, -2.512, -1.616], [-2.109, -1.877, -0.777], [-1.801, -0.629, -0.337], [-2.773, -0.096, 0.843], [-3.555, 1.040, 0.436], [-2.066, 0.015, 2.095], [-3.796, -1.546, 0.878], [-4.885, -1.840, 1.674], [-5.493, -3.076, 1.493], [-5.013, -3.977, 0.546], [-3.915, -3.662, -0.243], [-3.316, -2.428, -0.063], [-5.249, -1.135, 2.411], [-6.352, -3.346, 2.096], [-5.506, -4.935, 0.429], [-3.519, -4.348, -0.981], [-0.016, 1.906, 0.094], [-0.339, 3.027, 0.554], [0.611, 3.787, 1.442], [1.619, 3.081, 2.099], [2.556, 3.743, 2.873], [2.505, 5.127, 3.002], [1.508, 5.838, 2.352], [0.563, 5.171, 1.580], [-1.676, 3.651, 0.258], [-2.469, 4.191, 1.266], [-3.743, 4.661, 0.983], [-4.230, 4.615, -0.315], [-3.441, 4.089, -1.328], [-2.174, 3.606, -1.041], [1.648, 2.005, 1.975], [3.331, 3.178, 3.379], [3.240, 5.646, 3.606], [1.463, 6.917, 2.442], [-0.210, 5.733, 1.072], [-2.096, 4.213, 2.283], [-4.363, 5.053, 1.781], [-5.228, 4.976, -0.534], [-3.816, 4.043, -2.343], [-1.560, 3.178, -1.825]],
  "spin_multiplicity": 4,
  "homo_energy_ev": [-4.881, -5.141],
  "gap_ev": [7.4458, 7.7031],
  "largest_force_ev_per_a": 0.5,
  "charge": -1,
  "lumo_ev": [2.56, 2.56]
}